[1]
ORCA calculation (wB97M-V/def2-TZVPD) on C7H9F2N3 in the gas phase in a non-equilibrium geometry.

Atoms and positions in Å:
C1 0.21 0.47 2.18
H1 -0.10 3.55 2.71
C2 0.76 -1.41 -1.52
H2 0.97 0.17 2.92
H3 -1.80 3.21 2.38
H4 1.97 -2.27 -4.14
H5 1.52 -1.60 -0.75
N1 -0.61 -0.15 0.23
N2 0.67 -1.97 -2.69
H6 2.65 -2.95 -2.64
H7 1.27 -3.62 -3.57
H8 -1.02 2.37 3.72
F1 -1.29 -0.40 -1.93
F2 -2.70 1.29 0.97
C3 -0.94 2.73 2.71
H9 -1.28 1.82 -0.14
C4 -0.26 -0.62 -0.99
C5 -0.60 1.47 1.93
C6 1.74 -2.79 -3.23
N3 0.18 -0.47 1.19
C7 -1.35 1.19 0.66

Summary:
Energy above the lowest of the compared OMol25 structures with the same formula, charge and spin (kcal/mol): 57.9
Electronic energy (eV): -17305.15140
HOMO level (spin up / spin down) (eV): -7.93 / -7.55

[2]
ORCA calculation (wB97M-V/def2-TZVPD) on C5H8O2S in the gas phase in a non-equilibrium geometry.

Atoms and positions in Å:
H1 -1.32 2.97 -0.23
C1 -1.89 1.98 0.18
O1 -2.86 -0.82 -0.48
C2 3.35 0.40 -0.03
C3 -1.69 -0.51 0.04
O2 -0.70 -1.60 0.52
H2 -2.02 1.97 1.31
H3 3.77 1.18 -0.88
H4 4.00 -0.49 -0.34
H5 0.70 1.59 0.21
H6 3.76 1.02 0.74
H7 -2.67 1.73 -0.64
C4 0.42 0.72 0.05
S1 1.75 -0.51 -0.11
H8 -1.36 -2.40 0.11
C5 -0.93 0.73 -0.05

Summary:
Energy above the lowest of the compared OMol25 structures with the same formula, charge and spin (kcal/mol): 100.2
Electronic energy (eV): -20240.58184
HOMO level (eV): -8.79

[3]
ORCA calculation (wB97M-V/def2-TZVPD) on C2H3NO in the gas phase in a non-equilibrium geometry.

Atoms and positions in Å:
H1 -0.95 -0.86 1.02
N1 -0.17 0.95 0.22
O1 2.41 -0.07 0.04
C1 0.81 -0.02 0.10
H2 -0.36 1.43 -0.63
H3 -1.14 -0.96 -0.79
C2 -0.59 -0.48 0.04

Summary:
Energy above the lowest of the compared OMol25 structures with the same formula, charge and spin (kcal/mol): 114.9
Electronic energy (eV): -5654.92238
HOMO level (spin up / spin down) (eV): -9.96 / -9.96

> energy above the lowest of the compared OMol25 structures with the same formula, charge and spin of number 2 (C5H8O2S)?

100.2 kcal/mol